Entry 1:
Entry from the OMol25 dataset: C2H7N5S in the gas phase (wB97M-V/def2-TZVPD).

Calculated values
Strongest force on any atom, eV/A: 0.95
Energy, eV: -20470.6820
Orbital gap, Eh: 0.33975
SMILES string: C=NN/C(=N/N)NS

Each line ends with the Löwdin charge.
Cartesian coordinates (Å):
1 C -0.08 0.51 -0.07  -0.501
2 C 3.22 -0.67 -0.04  -0.054
3 H -1.16 3.14 0.77  0.062
4 H -1.24 2.95 -0.82  0.071
5 H -2.06 0.55 -0.15  0.059
6 H -1.62 -1.72 1.37  -0.136
7 H 0.87 -1.28 -0.37  0.083
8 H 4.22 -0.28 0.09  0.057
9 H 3.08 -1.74 -0.36  0.082
10 N -1.23 2.44 0.05  -0.037
11 N 0.05 1.78 0.07  -0.004
12 N -1.31 -0.12 -0.29  -0.389
13 N 1.00 -0.35 -0.02  -0.025
14 N 2.25 0.14 0.14  -0.024
15 S -1.64 -1.74 0.03  0.756

=====

Entry 2:
Entry from the OMol25 dataset: 2 unconnected molecules or ions with the total composition C2H7NO in a non-equilibrium geometry (wB97M-V/def2-TZVPD).

Calculated values
Strongest force on any atom, eV/A: 3.85
Energy, eV: -5724.1143
Orbital gap, Eh: 0.34324
SMILES string: C=CN.O

Each line ends with the Löwdin charge.
Cartesian coordinates (Å):
1 C -0.51 1.58 0.68  -0.042
2 C 0.52 0.88 0.17  -0.277
3 N 0.66 -0.38 0.73  0.002
4 H -1.18 1.18 1.45  0.057
5 H -0.78 2.50 0.10  0.054
6 H 1.16 1.12 -0.62  0.092
7 H 0.06 -0.67 1.48  0.085
8 H 1.50 -0.91 0.60  0.083
9 H -0.61 -1.32 -2.12  -0.006
10 H -0.13 -1.86 -0.84  0.018
11 O -0.69 -2.11 -1.63  -0.064

=====

Entry 3:
Entry from the OMol25 dataset: 2 unconnected molecules or ions with the total composition C2H7NO in a non-equilibrium geometry (wB97M-V/def2-TZVPD).

Calculated values
Strongest force on any atom, eV/A: 1.15
Energy, eV: -5723.7714
Orbital gap, Eh: 0.38544
SMILES string: C=O.CN

Each line ends with the Löwdin charge.
Cartesian coordinates (Å):
1 C 0.47 0.21 1.73  -0.193
2 N 1.21 1.49 1.80  -0.072
3 H 1.04 -0.54 1.18  0.067
4 H -0.49 0.37 1.27  0.040
5 H 0.26 -0.14 2.74  0.069
6 H 2.05 1.35 2.35  0.049
7 H 1.58 1.69 0.89  0.040
8 O -1.18 -1.49 -2.23  0.010
9 C -0.81 -0.45 -1.80  -0.148
10 H -1.02 -0.17 -0.75  0.056
11 H -0.27 0.35 -2.34  0.081

=====

Entry 4:
Entry from the OMol25 dataset: C2H7NO in the gas phase in a non-equilibrium geometry (wB97M-V/def2-TZVPD).

Calculated values
Strongest force on any atom, eV/A: 4.80
Energy, eV: -5722.6993
Orbital gap, Eh: 0.37632
SMILES string: NCCO

Each line ends with the Löwdin charge.
Cartesian coordinates (Å):
1 C -0.19 0.68 -0.44  -0.242
2 C 0.34 -0.84 0.22  -0.296
3 N -0.01 -0.99 1.59  -0.036
4 O -0.30 0.46 -1.82  -0.091
5 H -0.34 1.30 -2.29  0.085
6 H 0.60 -0.40 2.17  0.057
7 H -0.81 -0.28 1.16  0.119
8 H -1.12 1.10 -0.02  0.102
9 H 0.62 1.39 -0.20  0.101
10 H 1.41 -0.87 0.03  0.101
11 H -0.19 -1.56 -0.41  0.100

=====

Entry 5:
Entry from the OMol25 dataset: 2 unconnected molecules or ions with the total composition C2H7NO2 in a non-equilibrium geometry (wB97M-V/def2-TZVPD).

Calculated values
Strongest force on any atom, eV/A: 1.30
Energy, eV: -7773.2554
Orbital gap, Eh: 0.41418
SMILES string: CC(=O)O.N

Each line ends with the Löwdin charge.
Cartesian coordinates (Å):
1 O -1.41 0.12 0.33  0.078
2 O 0.46 0.41 -0.91  0.069
3 C -0.87 0.56 -0.66  -0.577
4 C -1.54 1.32 -1.77  -0.001
5 H 0.81 -0.10 -0.13  0.119
6 H -2.62 1.43 -1.55  0.091
7 H -1.43 0.78 -2.73  0.093
8 H -1.10 2.32 -1.87  0.093
9 N 1.97 -1.57 2.07  -0.003
10 H 2.22 -2.57 2.03  0.013
11 H 0.99 -1.53 2.37  0.014
12 H 2.53 -1.15 2.82  0.013

=====

Entry 6:
Entry from the OMol25 dataset: 2 unconnected molecules or ions with the total composition C2H7NO2 in a non-equilibrium geometry (wB97M-V/def2-TZVPD).

Calculated values
Strongest force on any atom, eV/A: 1.59
Energy, eV: -7772.7686
Orbital gap, Eh: 0.39300
SMILES string: CC(N)=O.O

Each line ends with the Löwdin charge.
Cartesian coordinates (Å):
1 C 1.39 1.88 -1.49  -0.022
2 C 1.41 1.33 -0.06  -0.607
3 N 1.94 0.08 0.02  0.145
4 O 0.94 1.99 0.85  0.047
5 H 2.36 1.95 -2.00  0.074
6 H 0.76 1.23 -2.11  0.078
7 H 1.07 2.91 -1.34  0.079
8 H 2.49 -0.17 -0.79  0.104
9 H 1.72 -0.40 0.86  0.102
10 H -5.03 -3.02 2.44  0.034
11 H -4.20 -3.86 1.47  0.020
12 O -4.85 -3.92 2.15  -0.054

=====

Entry 7:
Entry from the OMol25 dataset: C2H7NO2S in the gas phase in a non-equilibrium geometry (wB97M-V/def2-TZVPD).

Calculated values
Strongest force on any atom, eV/A: 2.95
Energy, eV: -18604.6971
Orbital gap, Eh: 0.34352

Each line ends with the Löwdin charge.
Cartesian coordinates (Å):
1 C -1.22 0.39 -0.37  -0.371
2 C 0.44 -0.77 1.32  -0.131
3 N -0.04 -0.36 -0.01  -0.410
4 O 2.32 -0.72 -0.76  -0.529
5 O -0.98 1.59 -0.99  -0.119
6 S 1.23 0.20 -1.00  0.897
7 H -0.25 2.19 -0.69  0.108
8 H -1.85 -0.16 -1.11  0.139
9 H -1.70 0.54 0.55  0.101
10 H 1.44 -1.23 1.21  0.068
11 H 0.53 0.02 2.05  0.056
12 H -0.24 -1.48 2.00  0.124
13 H 0.31 -0.20 -2.20  0.066

=====

Entry 8:
Entry from the OMol25 dataset: 2 unconnected molecules or ions with the total composition C2H7NO2S in a non-equilibrium geometry (wB97M-V/def2-TZVPD).

Calculated values
Strongest force on any atom, eV/A: 5.57
Energy, eV: -18600.3857
Orbital gap (spin up / spin down), Eh: 0.22609 / 0.22626

Each line ends with the Löwdin charge.
Cartesian coordinates (Å):
1 C 1.69 1.09 0.07  -0.334
2 C -0.75 -1.94 -0.20  -0.052
3 N -1.40 0.31 -0.54  -0.370
4 O 1.22 0.11 -0.76  -0.255
5 O -1.41 -0.77 0.32  -0.213
6 S -1.49 1.80 0.04  0.901
7 H 2.18 1.99 -0.47  0.088
8 H 2.51 0.74 0.73  0.076
9 H 0.88 1.52 0.63  -0.016
10 H -1.28 -2.46 -1.08  0.127
11 H -0.42 -2.64 0.43  0.052
12 H 0.12 -1.49 -0.60  0.028
13 H -1.84 1.73 1.44  -0.032